# 1
The following is a DFT calculation (ωB97M-V/def2-TZVPD) of a molecular structure, C2H4IO2SSn at a distorted geometry.

Geometry (Å):
O1 1.9834 0.2038 1.0328
S1 1.1300 0.2174 -0.2872
O2 1.8699 -0.5192 -1.4366
C1 -0.5640 -0.5641 0.1239
C2 -1.5480 0.7426 0.4688
I1 -2.1158 1.5377 -1.4964
H1 0.9655 1.6038 -0.6059
H2 -0.5004 -1.3259 1.0212
H3 -1.0212 -1.1242 -0.7966
H4 -0.8837 1.5438 1.0193
Sn1 0.6842 -2.3158 0.9570

Cartesian forces, eV/Å:
-3.585 -0.717 -3.096
5.483 -2.222 -0.030
-3.458 2.670 3.548
-2.213 2.918 -2.525
3.246 -0.534 -0.955
0.205 -0.405 1.252
-0.411 -1.549 0.129
-4.467 4.044 0.986
0.928 1.008 1.510
-1.391 -1.409 -0.854
5.662 -3.804 0.034

Output
Maximum force = 6.8 eV Å⁻¹
E_tot = -30983.9957 eV
Total charge = +1
Lowest unoccupied orbital energy = -7.4 eV

# 2
The following is a DFT calculation (ωB97M-V/def2-TZVPD) of 2 unconnected molecules or ions with the total composition C2H4IPS at a distorted geometry.

Geometry (Å):
C1 -0.6486 0.4496 0.2012
C2 -0.9081 -0.9515 0.3440
P1 1.5277 0.9875 -1.5040
S1 -1.4374 1.7779 0.5360
I1 2.9955 -0.3759 -0.1016
H1 -0.9732 -1.2271 1.3924
H2 -0.0638 -1.4952 -0.2013
H3 -1.8171 -1.0128 -0.2301
H4 1.3251 1.8473 -0.4367

Cartesian forces, eV/Å:
-0.766 2.147 1.291
1.802 -0.850 -1.407
0.895 -0.387 -0.485
0.516 -0.544 -0.290
-0.213 0.104 -0.256
-0.248 -0.245 -0.019
-1.248 0.162 0.914
-0.729 -0.991 0.046
-0.010 0.603 0.204

Output
Maximum force = 2.6 eV Å⁻¹
Energy above the lowest of the compared OMol25 structures with the same formula, charge and spin = 9.9 kcal/mol
E_tot = -30359.9240 eV
Total charge = 0
Multiplicity = 3
Lowest unoccupied orbital energy (alpha / beta) = -0.2 / -1.9 eV

# 3
The following is a DFT calculation (ωB97M-V/def2-TZVPD) of a molecular structure, C2H4KO at a distorted geometry.

Geometry (Å):
C1 -0.3309 -1.1553 0.4349
C2 -0.8407 0.0853 0.6777
O1 -0.4631 1.2319 0.1957
K1 0.9027 2.1069 -1.8376
H1 -0.8870 -2.0417 0.7451
H2 0.6243 -1.2765 -0.0868
H3 -1.8337 0.1025 1.1768
H4 2.8284 0.9469 -1.3059

Cartesian forces, eV/Å:
0.297 -0.042 0.127
-0.617 0.460 -1.461
0.135 -0.300 0.390
-0.309 -0.356 0.632
0.221 0.226 0.127
-0.342 0.023 0.120
0.164 -0.068 0.347
0.451 0.058 -0.281

Output
Maximum force = 1.7 eV Å⁻¹
Energy above the lowest of the compared OMol25 structures with the same formula, charge and spin = 0.0 kcal/mol
E_tot = -20509.6510 eV
Total charge = -1
Lowest unoccupied orbital energy (alpha / beta) = 2.2 / 2.2 eV

# 4
The following is a DFT calculation (ωB97M-V/def2-TZVPD) of a molecular structure, C2H4LaO2 at a distorted geometry.

Geometry (Å):
O1 0.3897 0.0475 -1.2577
H1 0.3192 -0.1411 -2.2026
O2 0.7724 0.7003 1.2294
La1 -1.2758 -0.7337 0.5605
H2 0.9856 0.9853 2.1276
C1 1.7239 1.1134 0.3081
C2 1.5412 0.7580 -0.9557
H3 2.1132 1.1727 -1.7834
H4 2.5957 1.6400 0.6845

Cartesian forces, eV/Å:
-1.683 -0.974 1.189
0.133 -0.005 -0.596
-1.862 -1.297 -0.068
1.732 1.048 -0.542
0.314 0.272 0.448
0.834 -0.108 -1.004
0.640 1.433 0.509
0.083 -0.453 0.073
-0.193 0.084 -0.010

Output
Maximum force = 2.3 eV Å⁻¹
Energy above the lowest of the compared OMol25 structures with the same formula, charge and spin = 0.0 kcal/mol
E_tot = -7058.2951 eV
Total charge = +3
Lowest unoccupied orbital energy = -16.0 eV

# 5
The following is a DFT calculation (ωB97M-V/def2-TZVPD) of a molecular structure, C2H4Li2O2 at a distorted geometry.

Geometry (Å):
O1 0.9215 0.5233 0.1478
C1 0.0993 -0.5859 -0.1118
C2 -1.3455 -0.1964 -0.1212
O2 -1.6870 0.9703 -0.2187
H1 0.2539 -1.3151 0.7067
H2 0.2669 -1.2042 -1.0148
H3 -2.0881 -1.0141 -0.1891
Li1 -0.1011 2.1168 -0.3134
Li2 2.6397 0.3624 -0.4956
H4 1.0404 0.3427 1.6101

Cartesian forces, eV/Å:
0.468 0.330 -1.856
-0.391 -0.822 0.967
-0.160 0.018 -0.967
0.238 -0.162 0.231
-0.291 0.065 -0.105
0.178 0.562 -0.094
0.068 0.247 0.293
-0.298 -0.398 0.401
-0.156 -0.041 0.401
0.344 0.202 0.729

Output
Maximum force = 1.9 eV Å⁻¹
Energy above the lowest of the compared OMol25 structures with the same formula, charge and spin = 0.0 kcal/mol
E_tot = -6636.2564 eV
Total charge = +1
Multiplicity = 2
Lowest unoccupied orbital energy (alpha / beta) = -4.3 / -4.8 eV

# 6
The following is a DFT calculation (ωB97M-V/def2-TZVPD) of a gas-phase ion, C2H4N (charge +1) at a distorted geometry.

Geometry (Å):
C1 0.9209 -1.3127 -0.2546
C2 0.1259 -0.4383 -0.0805
N1 -0.5329 0.7695 0.1425
H1 1.5358 -2.1631 -0.3080
H2 -0.2551 1.5431 -0.5743
H3 -0.2602 1.0168 1.0690
H4 -1.5343 0.5847 0.0058

Cartesian forces, eV/Å:
-0.995 0.629 0.401
1.436 -0.731 -0.764
-0.036 0.537 -2.671
0.468 -0.552 -0.219
-0.346 -1.428 1.448
-0.355 1.016 1.244
-0.172 0.530 0.561

Output
Maximum force = 2.7 eV Å⁻¹
SMILES string = C#C[NH3+]
Energy above the lowest of the compared OMol25 structures with the same formula, charge and spin = 18.9 kcal/mol
E_tot = -3618.7082 eV
Total charge = +1
Lowest unoccupied orbital energy = -4.7 eV

# 7
The following is a DFT calculation (ωB97M-V/def2-TZVPD) of a single C2H4N2 molecule at a distorted geometry.

Geometry (Å):
C1 -2.0870 0.5078 0.8751
C2 -0.9841 0.5418 0.3684
N1 0.9826 -0.6276 0.1800
N2 0.1870 0.5414 -0.2305
H1 -2.8746 0.4043 1.5221
H2 1.5600 -0.5826 0.9835
H3 1.7431 -0.8731 -0.4446
H4 0.6476 1.4668 -0.3411

Cartesian forces, eV/Å:
2.621 -0.069 -1.330
-2.520 0.199 1.125
-0.182 -0.129 -1.394
2.893 -0.506 -0.197
-1.480 0.028 0.890
-0.301 1.283 1.927
-0.776 0.368 -1.370
-0.254 -1.175 0.350

Output
Maximum force = 2.9 eV Å⁻¹
SMILES string = C#CNN
Energy above the lowest of the compared OMol25 structures with the same formula, charge and spin = 84.7 kcal/mol
E_tot = -5115.2886 eV
Total charge = 0
Lowest unoccupied orbital energy = 1.0 eV

# 8
The following is a DFT calculation (ωB97M-V/def2-TZVPD) of a single C2H4N2 molecule at a distorted geometry.

Geometry (Å):
C1 0.0917 -1.5362 -0.6629
C2 0.0098 1.6809 0.4572
H1 0.6813 -2.1777 0.1339
H2 -0.1443 -2.3423 -1.2498
H3 -0.6475 2.2967 -0.3004
H4 0.6377 2.2165 1.2242
N1 -0.6025 -0.4637 -0.2575
N2 -0.0261 0.3256 0.6554

Cartesian forces, eV/Å:
-0.274 1.541 6.630
-1.263 -3.534 0.479
0.482 2.492 -1.012
-2.025 -0.619 -2.748
1.622 -1.588 1.078
-0.990 -0.581 -0.926
0.724 -2.176 -4.027
1.725 4.465 0.527

Output
Maximum force = 6.8 eV Å⁻¹
SMILES string = C=NN=C
Energy above the lowest of the compared OMol25 structures with the same formula, charge and spin = 93.6 kcal/mol
E_tot = -5114.9008 eV
Total charge = 0
Lowest unoccupied orbital energy = -0.2 eV

# 9
The following is a DFT calculation (ωB97M-V/def2-TZVPD) of a single C2H4N2 molecule at a distorted geometry.

Geometry (Å):
C1 1.2830 0.6599 0.0833
C2 1.3062 -0.6029 0.0982
N1 0.2214 -0.0320 -0.7894
N2 -1.1566 -0.0668 -0.0530
H1 1.7826 1.5283 0.0284
H2 1.4089 -1.4901 0.5847
H3 -1.4461 -0.9893 -0.2615
H4 -1.7136 0.6957 -0.3796

Cartesian forces, eV/Å:
-1.353 -2.300 -1.258
-2.076 1.453 -0.449
-0.443 0.251 1.199
3.483 0.495 0.721
1.124 3.056 0.260
0.743 -2.332 0.764
-1.062 -0.559 -0.516
-0.416 -0.063 -0.721

Output
Maximum force = 3.6 eV Å⁻¹
SMILES string = NN1C=C1
Energy above the lowest of the compared OMol25 structures with the same formula, charge and spin = 116.8 kcal/mol
E_tot = -5113.8956 eV
Total charge = 0
Lowest unoccupied orbital energy = 1.2 eV

# 10
The following is a DFT calculation (ωB97M-V/def2-TZVPD) of a molecular structure, C2H4N2 at a distorted geometry.

Geometry (Å):
C1 0.6029 -0.8139 -1.3052
C2 -2.0337 0.9853 0.1765
N1 1.4911 -0.1968 -1.6940
N2 -1.6444 0.1428 -0.4833
H1 -0.2990 -1.2809 -1.1086
H2 2.2339 -0.0365 1.5971
H3 -2.6531 1.7252 0.5891
H4 2.3023 -0.5252 2.2284

Cartesian forces, eV/Å:
1.566 0.865 -1.018
-2.091 11.378 10.256
-0.116 -0.259 0.395
3.417 -11.438 -9.544
-0.891 -0.922 0.417
0.156 -1.113 1.412
-1.882 0.378 -0.500
-0.160 1.111 -1.418

Output
Maximum force = 15.5 eV Å⁻¹
Energy above the lowest of the compared OMol25 structures with the same formula, charge and spin = 120.0 kcal/mol
E_tot = -5109.6372 eV
Total charge = 0
Multiplicity = 3
Lowest unoccupied orbital energy (alpha / beta) = 1.0 / -4.8 eV